No. 1
49
Properties=species:S:1:pos:R:3:forces:R:3:lowdin_spin:R:1 method="wB97M-V/def2-TZVPD" s2=9.00 largest_force_ev_per_a=0.43 relative_energy_kj_mol=78.98 spin_multiplicity=6 gap_ev="5.745 / 4.952" total_charge=-2 lumo_energy_ev="4.1 / 3.2" homo_ev="-1.694 / -1.788"
Sb 0.1720 1.0102 4.3497 0.00 -0.08 0.11 0.044
Mn 0.3122 -0.7082 1.3594 -0.07 -0.02 -0.23 4.066
S -0.6030 3.1599 4.0812 -0.02 0.07 -0.04 0.013
S -1.2626 -0.4731 2.9828 -0.29 0.07 0.20 -0.113
S -2.6725 -4.9034 1.1004 -0.26 0.04 -0.22 -0.005
S 1.7407 0.6475 2.4966 0.20 0.09 0.12 -0.102
S 0.7157 -3.1633 3.0114 0.34 0.11 0.04 0.408
S -3.4448 -7.2043 2.8172 0.02 0.15 0.02 0.084
S -1.1232 -2.5774 0.1930 -0.01 0.06 0.13 0.232
S -1.1857 -5.3752 3.4733 0.13 0.00 0.25 -0.026
F 4.0970 -1.8323 0.9569 0.08 -0.02 0.22 0.001
F 2.6166 -3.1906 0.1874 -0.08 -0.18 -0.03 0.006
F 4.3481 -2.7028 -0.9996 0.26 -0.09 -0.08 0.001
F 3.6318 -1.1456 -2.9748 0.30 0.04 -0.19 0.000
F 1.9422 -2.4178 -2.5540 -0.08 -0.19 -0.02 0.001
F 1.6686 -0.2964 -2.8092 -0.11 0.13 -0.05 0.000
O 1.4176 -0.8827 -0.2220 0.15 -0.02 -0.28 0.056
N -0.8633 1.1095 0.0191 0.02 -0.17 -0.09 0.036
N -0.3057 3.0746 -1.3176 -0.09 -0.11 0.05 0.001
N -2.3975 2.9973 -0.0637 0.10 -0.11 -0.03 0.001
N -2.1043 1.5797 -2.0322 0.07 0.00 0.14 0.001
C 3.4282 -2.1955 -0.1452 -0.26 0.29 -0.10 0.003
C -1.0003 2.4551 -2.4486 0.00 -0.04 0.10 0.000
C -3.0341 2.3868 -1.2294 0.09 -0.06 0.08 0.000
C -1.3570 -3.7809 1.3410 0.14 -0.09 0.23 0.153
C 2.6594 -0.9781 -0.7538 -0.18 -0.08 0.11 0.009
C 2.4832 -1.2266 -2.2789 -0.15 0.02 0.31 0.000
C -2.4925 -5.8801 2.4990 0.02 -0.25 -0.13 0.027
C -1.8310 1.9267 0.7799 0.03 0.01 -0.15 0.003
C -0.5950 -4.0310 2.5047 -0.28 0.08 -0.32 0.086
C -1.5472 0.5368 -1.1501 0.09 0.15 -0.03 0.004
C 0.2124 1.9936 -0.4616 -0.17 0.15 0.06 0.002
C 3.5142 0.2817 -0.5746 0.13 -0.01 -0.09 0.002
C -1.2905 3.8335 -0.5345 0.01 -0.07 0.03 0.000
H -3.4511 3.1755 -1.8622 0.01 0.03 -0.03 0.000
H -2.3522 -0.1098 -0.7995 -0.05 0.01 -0.01 0.003
H -0.2808 1.8668 -3.0211 0.01 -0.04 -0.01 0.000
H 4.5534 0.1226 -0.8717 -0.04 -0.03 0.00 0.001
H -3.8479 1.7431 -0.8884 -0.01 -0.01 0.00 0.000
H -1.6935 4.6358 -1.1597 -0.01 0.02 -0.03 0.000
H -1.3305 2.3570 1.6478 -0.02 0.07 0.02 0.001
H 3.0982 1.0844 -1.1806 -0.02 0.04 0.01 0.000
H -0.7910 4.2709 0.3308 0.00 -0.01 0.03 0.000
H 0.9153 1.3867 -1.0204 0.07 -0.03 -0.10 0.000
H -0.8286 -0.0653 -1.7085 0.02 -0.01 -0.03 0.000
H -1.4030 3.2426 -3.0909 -0.03 0.04 -0.02 0.000
H 0.7138 2.4151 0.4082 0.03 0.05 0.02 0.001
H 3.4715 0.5724 0.4705 -0.01 0.02 0.03 -0.001
H -2.6230 1.2744 1.1425 -0.07 0.01 -0.03 0.001

No. 2
29
Properties=species:S:1:pos:R:3:forces:R:3:nbo_charge:R:1 method="wB97M-V/def2-TZVPD" largest_force_ev_per_a=2.89 relative_energy_kj_mol=528.35 gap_ev="8.373 / 6.967" lumo_energy_ev="-0.1 / 0.1" homo_ev="-8.459 / -6.873"
N -1.1466 -0.6534 1.1823 -0.09 0.26 -0.52 -0.243
C 1.7909 -1.0424 -1.9189 1.12 -0.53 -0.10 -0.614
C -0.4457 3.6136 1.2866 0.85 -0.66 0.43 -0.210
C -0.3342 1.4450 -0.4025 1.84 -1.00 -0.32 -0.100
C -0.4403 -2.7314 2.2340 2.85 0.21 -0.01 -0.645
C -0.4926 -1.6986 1.0904 0.41 -1.68 0.14 0.158
C 0.3213 -2.1558 -0.1456 0.48 -0.07 0.08 -0.445
C -0.3029 0.1769 -1.0619 -1.70 -0.31 0.99 0.171
C -0.8517 -0.8248 -2.0247 0.54 0.76 -1.49 -0.461
C 0.7015 2.8277 1.2089 -0.23 0.87 -0.17 -0.213
C 0.8234 1.7745 0.3734 -0.30 -1.20 -0.70 -0.175
C -1.5149 3.3161 0.4847 -0.30 1.54 0.22 -0.210
C -1.4396 2.2963 -0.3989 -0.65 -2.39 -1.49 -0.182
C 0.3979 -1.0770 -1.2071 1.68 0.27 -1.16 -0.114
H -0.6700 -3.7520 1.9266 -0.28 0.16 -0.31 0.223
H 2.5728 -0.8447 -1.1367 -0.64 0.38 -0.67 0.207
H 1.5471 3.1417 1.7324 1.22 0.35 1.14 0.202
H 1.3963 -2.4814 0.0493 -1.48 0.28 0.46 0.230
H 1.7661 1.1677 0.3712 -1.17 0.53 -0.21 0.212
H 0.7454 -2.7763 2.3917 -2.53 0.04 0.45 0.217
H -1.0181 -2.4824 3.1344 0.46 0.16 -0.38 0.238
H -0.5519 -0.5267 -3.0773 -0.89 -0.57 0.98 0.217
H 1.9813 -0.3799 -2.8367 -0.81 -0.57 1.60 0.228
H -2.2518 1.9072 -1.0476 0.26 0.88 0.58 0.218
H -1.7153 -1.5299 -1.9375 0.60 1.07 0.19 0.231
H 2.1200 -2.0524 -2.2526 -0.63 0.32 0.02 0.208
H -0.4393 4.3848 2.0269 -0.31 0.55 0.09 0.210
H -2.3373 3.9972 0.5143 -0.73 0.03 -0.04 0.213
H -0.2119 -3.0394 -0.5590 0.41 0.32 0.21 0.228